Record 1
C22H47NO11 | the ωB97M-V functional and the def2-TZVPD basis

The geometry in XYZ format:
```
81
C22H47NO11 | the Open Molecules 2025 dataset | the ωB97M-V functional and the def2-TZVPD basis
O 3.66792 0.19377 -2.63098
O 1.34632 -1.27090 1.82339
O 2.39563 -0.59843 -0.85413
O 2.98887 -0.11442 5.57976
O -5.14755 -3.56887 -0.12921
O -5.05526 2.38495 -0.25760
O -0.23383 2.64897 2.64560
O 5.32015 -2.28760 -6.49637
O -3.30470 -0.25618 -1.67390
O -0.36646 0.22112 2.60864
O 5.11602 1.67863 4.03136
N -1.22351 3.52983 -2.55998
C -1.60674 2.39904 -0.36649
C -0.16395 -0.60649 -1.16249
C -0.43842 1.55699 2.08729
C -0.79034 1.38023 0.54103
C 4.08123 1.14209 1.92458
C 2.81573 0.43142 -1.74070
C -5.66600 -2.38906 0.47466
C 3.19562 -1.50301 5.81438
C 6.37564 -1.62477 -5.80942
C -4.94611 -2.10574 1.77760
C 0.44771 -0.45098 1.60671
C 3.86659 -2.14303 4.61529
C 5.90229 -1.15677 -4.44751
C 1.26590 -1.34872 -1.37069
C -3.93174 -0.07644 -2.94250
C 5.33611 1.06319 2.77040
C -0.72327 3.28745 -1.35915
C -5.85142 2.19439 0.90558
C 2.28026 1.92322 -1.61617
C -5.35582 -0.59347 -2.90324
C -5.02819 1.54112 1.99858
C -0.19059 0.12399 0.26559
H -3.87297 -1.98479 1.60500
H 5.63178 0.02166 2.93363
H 2.42561 -0.03201 4.79735
H 4.23795 0.67597 0.94827
H 3.24685 0.64053 2.42374
H -3.34576 -0.60369 -3.70155
H -5.37447 -1.65705 -2.64761
H 3.05303 2.72757 -1.84400
H 5.55465 -2.00341 -3.85023
H 4.38815 1.20619 4.46166
H 4.82647 -1.66127 4.41073
H -1.02228 -1.35100 -1.30434
H -5.62586 1.39249 2.90132
H 1.82250 2.16801 -0.59257
H -5.93299 -0.07073 -2.13547
H -5.06450 -2.93982 2.47535
H -5.28161 -4.29749 0.49089
H -6.71572 1.57576 0.64256
H 6.70623 -0.65065 -3.90752
H 6.16213 1.58281 2.27994
H -5.84777 -0.45558 -3.86866
H 7.20459 -2.32815 -5.70572
H -4.74585 1.51380 -0.54489
H -6.73944 -2.52241 0.64222
H -3.31135 -1.20340 -1.47711
H 3.82210 -1.60539 6.70277
H 4.59464 -1.65725 -6.59264
H 0.27519 3.77253 -1.11992
H 1.25025 -2.34151 -0.78298
H 3.78381 2.18389 1.77502
H -6.21395 3.17102 1.23240
H 5.05848 -0.46935 -4.54628
H 1.47530 -1.62059 -2.45774
H 1.43402 2.03431 -2.39081
H -5.52678 -1.56320 -0.22576
H -4.64469 0.57321 1.66739
H -5.33255 -1.19919 2.24576
H 2.22834 -1.97291 6.01789
H 3.25171 -2.02337 3.71822
H -2.35649 1.80103 -0.97733
H -4.16101 2.15900 2.24727
H -0.24327 0.21289 -1.96743
H -2.14200 3.13546 0.34434
H 6.71429 -0.77941 -6.41727
H -3.91917 0.99055 -3.17690
H 4.03615 -3.20898 4.78535
H -2.14181 3.05838 -2.66427
```

SMILES string: [H]/N=C\CC1=C(CCOC(C)=O)C(=O)OC1=O.CCO.CCO.CCO.CCO.CCO.CCO
HOMO level: -0.3591 Eh
2S+1: 1
energy relative to the best compared isomer or geometry (same formula, charge and spin): 0.00 kcal per mole
Kohn-Sham gap: 8.8 eV

---

Record 2
C22H48BN3O6P | the ωB97M-V functional and the def2-TZVPD basis

The geometry in XYZ format:
```
81
C22H48BN3O6P | the Open Molecules 2025 dataset | the ωB97M-V functional and the def2-TZVPD basis
P 3.50428 2.20076 2.40991
O 3.55552 1.48080 0.86722
O -2.01742 2.37943 2.62085
O -0.44442 0.07501 4.44770
O -0.09316 3.17491 2.16490
O -3.73280 -3.18112 1.24758
O 4.01785 0.00796 -2.05681
N 3.52839 0.05354 -3.25323
N -4.27146 -2.17262 1.85299
N -1.38303 3.37022 2.65030
C -4.29565 0.34063 1.91268
C 1.05814 0.42790 2.53351
C 3.77774 -1.01200 -5.50322
C 4.49862 -0.51045 -4.23879
C 4.04437 2.39532 -3.83291
C 4.99759 1.91265 -4.92676
C -2.80375 -0.85178 0.38434
C -4.18028 -0.92194 1.04002
C 2.11763 1.85223 -2.32018
C 4.76062 1.17000 3.32588
C -5.50065 -3.96265 3.00350
C 5.17735 -1.73165 -3.62180
C 5.56425 0.53124 -4.59695
C 2.92926 1.39420 -3.53155
C 0.85327 3.06670 3.30071
C -5.91731 -1.63319 3.65124
C 0.44327 -0.56499 3.52276
C 1.93369 1.33607 -4.70721
C -5.27784 -0.93648 -0.02542
C -6.66861 -1.19140 0.55654
C -6.69228 -2.47049 1.39535
C -5.58547 -2.54059 2.45318
B 1.78142 1.71169 3.25078
H -6.59304 -3.32950 0.72365
H 4.49391 1.89435 -5.89795
H 1.28934 2.21454 -4.67647
H 6.15163 0.15582 -5.43927
H -2.72967 0.07272 -0.18804
H 2.40338 1.33786 -5.68855
H 2.07074 1.45050 4.41570
H 1.24914 -1.08221 4.05342
H 6.25391 0.63198 -3.75325
H 1.80670 -0.14930 1.96947
H 4.43838 -2.45310 -3.27025
H 2.91783 -1.62753 -5.23528
H -4.65997 -4.06473 3.69086
H -3.90923 1.19897 1.36753
H -6.41857 -4.19137 3.54690
H 0.29220 3.14458 4.23587
H -7.39172 -1.28390 -0.25757
H 5.81582 -1.46330 -2.78335
H 3.59428 3.34834 -4.12056
H 5.75572 1.51124 3.03692
H 4.61226 2.58069 -2.91632
H 1.30989 1.15078 -2.10420
H -0.12181 -0.10041 5.33224
H 0.28999 0.70576 1.80616
H -0.12608 -1.32712 2.97205
H -2.62742 -1.68282 -0.29644
H -6.99621 -0.33797 1.15608
H -5.06074 -1.55555 4.32158
H -5.26126 0.01637 -0.55908
H 4.67376 0.09586 3.11786
H 4.45767 -1.62739 -6.09426
H 3.43760 -0.21538 -6.15933
H -6.22054 -0.62920 3.36875
H 5.82152 2.62277 -5.02805
H 2.71835 1.96464 -1.41849
H 1.48293 3.96413 3.25014
H 1.29451 0.45528 -4.63078
H -5.31719 0.59338 2.19088
H -6.74812 -2.05992 4.21559
H 1.67285 2.82253 -2.54546
H 5.79834 -2.21612 -4.37691
H 3.59577 0.52400 0.99633
H -2.01498 -0.84500 1.13766
H -7.65942 -2.57294 1.89448
H -5.38569 -4.70104 2.21277
H -5.05318 -1.71461 -0.76278
H 4.61576 1.32891 4.39367
H -3.69843 0.24449 2.81898
```

⟨S²⟩: 2.01
HOMO level (alpha / beta): -0.1273 / -0.1273 Eh
2S+1: 3
total charge: -1
Kohn-Sham gap (alpha / beta): 5.9 / 5.9 eV

---

Record 3
C22H48Br23ClOSi2 | the ωB97M-V functional and the def2-TZVPD basis

The geometry in XYZ format:
```
97
C22H48Br23ClOSi2 | the Open Molecules 2025 dataset | the ωB97M-V functional and the def2-TZVPD basis
Br -2.28557 2.06020 5.35024
Br -2.06029 -0.58336 -2.61228
Br -2.66451 -4.15566 3.67415
Br 5.35259 7.56928 -5.72062
Br 2.76728 -0.16114 2.42223
Br -1.36242 -2.09441 0.92498
Br 1.85772 -1.47207 5.15024
Br -5.28792 -0.29217 -5.93542
Br 5.40306 0.39248 -2.34339
Br 6.92321 4.37893 -4.73202
Br -5.05891 -3.64381 -0.46175
Br 3.21671 2.46668 3.01658
Br 0.06856 2.61380 -2.20326
Br -2.26316 -7.89615 3.84259
Br 5.55135 2.25563 0.83918
Br 2.36325 2.56859 6.58606
Br -5.91860 -7.60653 3.49634
Br -6.58365 -0.56584 -1.78940
Br -5.25064 3.96077 4.24334
Br -0.30204 -1.01205 -5.86453
Br -3.62916 -3.41095 -4.94978
Br 2.65063 4.10022 -4.35098
Br 3.25421 -4.50121 6.74349
Cl -0.81734 2.65602 2.02858
Si 1.98130 1.15661 0.69437
Si -0.77090 0.73042 1.23955
O 0.53458 0.47380 0.25055
C -3.60125 -7.40035 5.16235
C 0.26585 -0.08573 -4.24353
C -3.92920 4.39089 5.60335
C -2.54469 3.97478 5.18453
C -4.85712 -8.21409 5.00850
C 6.52398 6.39179 -6.73113
C -1.05030 -3.97407 1.32283
C -2.30707 -4.62473 1.82249
C 6.22551 4.94250 -6.45832
C 2.14974 -3.24500 4.41643
C -0.16446 -0.82212 -3.00269
C 1.84168 -4.32519 5.41847
C -4.07661 -1.42583 -6.95037
C -6.21899 -2.25741 -2.67738
C 3.55765 3.72411 5.57135
C 0.71728 4.44362 -2.27573
C -4.33670 -2.88301 -6.68054
C 6.95087 1.91380 -0.47017
C 3.00089 4.02170 4.20724
C 0.99151 4.87444 -3.69047
C 6.42037 1.98447 -1.87825
C -6.48257 -3.42891 -1.76943
H 0.00677 -1.89115 -3.08166
H -5.39370 -3.12843 -6.67989
H -4.25241 3.90920 6.52015
H -0.78181 -0.12249 2.41408
H 6.33551 6.62654 -7.77628
H 2.95602 1.15162 -0.40182
H 1.47459 -3.31468 3.56535
H -3.77137 -6.33533 5.04932
H 1.94211 4.26260 4.21881
H 7.69477 2.69089 -0.30684
H 4.52168 3.22727 5.53357
H -5.19280 -2.21398 -3.02358
H -3.06818 -1.12279 -6.68814
H 1.13407 5.95170 -3.74123
H 5.16210 4.72439 -6.45332
H -2.32093 4.23288 4.15363
H 6.72213 4.30748 -7.18851
H 0.34994 -0.43697 -2.12324
H -3.82142 -3.50763 -7.40703
H -0.23570 -4.03008 2.03778
H -4.65986 -9.26938 4.85169
H 3.54903 4.84058 3.74266
H 7.23826 2.02031 -2.59469
H -5.49750 -8.08981 5.87885
H -7.40920 -3.33133 -1.21320
H 1.59784 4.49028 -1.64242
H 1.78669 -5.29501 4.92816
H -3.18162 -4.32916 1.25365
H -4.26727 -1.19238 -7.99579
H -0.73330 -4.41358 0.37960
H 3.17631 -3.27393 4.06466
H 0.20840 4.58178 -4.38208
H 1.78036 2.53155 1.06598
H -0.13163 0.91815 -4.30489
H -3.13729 -7.59293 6.12745
H -0.07460 5.04698 -1.83707
H 7.54215 6.66621 -6.47590
H 7.37968 0.94676 -0.22784
H -1.79979 4.42183 5.84007
H 5.76341 2.83380 -2.03882
H -3.98183 5.47095 5.72219
H -1.97824 0.57993 0.42094
H -6.88844 -2.28212 -3.53453
H 3.64269 4.63588 6.15874
H -2.20743 -5.70834 1.81799
H 1.35157 -0.04854 -4.30455
H 0.92070 -4.14153 5.96170
H -6.49655 -4.35778 -2.33538
```

HOMO level: -0.3277 Eh
2S+1: 1
Kohn-Sham gap: 9.1 eV

---

Record 4
C22H48BrF10K2N2O6S2Si | the ωB97M-V functional and the def2-TZVPD basis

The geometry in XYZ format:
```
94
C22H48BrF10K2N2O6S2Si | the Open Molecules 2025 dataset | the ωB97M-V functional and the def2-TZVPD basis
Br 1.48468 0.64165 4.42382
K -4.12716 1.49989 1.73958
K -4.92236 4.80544 2.70302
S -0.82071 -1.08817 2.67580
S -1.62933 3.78778 -0.06751
Si 3.20215 -0.92457 -0.72390
F -0.49314 -2.40851 0.38476
F 0.03450 -2.53618 2.82311
F -1.69836 0.37118 2.64893
F 1.42808 -3.43841 4.39494
F -0.18325 -0.61027 4.24896
F 0.53697 -0.43771 1.94134
F -2.14446 -1.80985 3.48621
F -2.48288 -2.73915 1.34708
F -2.51637 -1.46637 -1.10302
F -3.56270 -0.24777 0.50723
O -0.22114 3.83464 -0.54472
O 4.33749 -4.47096 -4.41430
O -5.18632 5.92892 -0.28729
O -6.32384 -5.31168 3.70286
O -7.20058 -3.21341 3.72205
O 4.63965 -2.26247 -3.97100
N 0.40294 -5.04801 -2.56697
N 3.86598 -2.56451 -0.89717
C 5.79182 -0.21073 0.30926
C -5.86807 7.63753 1.21866
C 2.44155 -4.45562 0.15202
C -2.22821 -0.70995 0.08107
C 5.91579 -2.44935 1.72013
C 3.80278 1.58128 0.54072
C 1.03857 0.77467 -1.72405
C -6.26906 -4.06019 3.65234
C -1.53666 -1.73343 1.06933
C -0.35673 0.00144 -1.64022
C 4.04097 -3.25182 -4.45857
C 2.75147 -2.92978 -5.21952
C 4.50005 0.43648 -0.36995
C -1.30322 0.47696 -0.43509
C 2.12851 -0.32394 -2.19595
C -6.69416 7.51784 -1.21175
C -2.61498 4.76482 -1.21255
C -5.85409 6.93451 -0.11091
C -1.76904 4.92859 1.33424
C 5.51754 -0.88781 1.73420
C -4.87102 -3.46386 3.47960
C 2.79153 -3.55344 -1.11972
H -0.91232 0.21812 -2.61687
H -2.17151 5.75456 -1.33566
H -2.02689 1.23376 -0.90083
H 2.54765 -1.85676 -5.22071
H 6.17605 -2.79770 0.66602
H 2.84637 0.13428 -2.96355
H -5.49811 8.65766 1.10493
H -6.36088 8.53318 -1.43530
H -2.81718 5.01186 1.63714
H -4.83438 -2.87641 2.55885
H 2.83740 -3.26714 -6.25504
H -2.63050 4.25227 -2.17519
H -3.62886 4.85262 -0.83578
H 6.20740 -0.36231 2.47984
H 4.45560 1.87425 1.42874
H -7.74481 7.52224 -0.91462
H -4.10744 -4.24185 3.42458
H 1.82739 -2.99545 -1.41348
H -4.63941 -2.81154 4.32551
H 2.29017 -5.53830 -0.20370
H 3.26208 -4.50246 0.93014
H 5.07624 -3.10807 2.12234
H 1.64918 -1.20991 -2.72252
H 0.94494 1.52643 -2.57937
H 2.30899 -0.96493 0.45975
H 6.83612 -2.64629 2.36123
H -5.21606 7.10569 1.91505
H -6.88237 7.64582 1.62343
H 1.45946 -4.16568 0.66182
H 1.15257 -4.46976 -2.97160
H 1.90345 -3.44307 -4.75019
H 4.61265 -2.62734 -1.59952
H 3.59130 2.51181 -0.08499
H 6.22511 -0.94594 -0.45447
H -0.15620 -1.10952 -1.63570
H 4.46586 -0.74358 2.12556
H -0.76075 1.03774 0.38052
H -1.37984 5.91023 1.05787
H 6.55982 0.63260 0.42395
H 4.74151 0.93629 -1.36221
H 0.16773 -4.69358 -1.63271
H 1.33992 1.30087 -0.76731
H 3.11922 -4.21152 -1.99994
H -1.18430 4.52751 2.16366
H -6.58684 6.90830 -2.11017
H -0.42364 -5.00607 -3.16697
H 0.72349 -6.01661 -2.49276
H 2.80631 1.24171 0.96591
```

HOMO level: -0.1289 Eh
2S+1: 1
total charge: -1
Kohn-Sham gap: 1.8 eV

---

Record 5
C22H48FN2O7S5 | the ωB97M-V functional and the def2-TZVPD basis

The geometry in XYZ format:
```
85
C22H48FN2O7S5 | the Open Molecules 2025 dataset | the ωB97M-V functional and the def2-TZVPD basis
S -0.33946 -3.90336 -1.98259
S 4.04363 1.19097 -3.37240
S 6.63589 -1.51526 2.33335
S 1.51480 0.87281 3.60594
S -3.55601 -2.08837 1.20073
F 0.23499 0.81840 -2.07325
O 0.01693 4.43679 1.90434
O 4.75663 2.49723 -3.42624
O -1.32061 2.70339 2.42479
O -3.58492 -2.13905 -0.28222
O 1.45089 0.14461 2.30814
O 5.90714 -0.77579 3.39380
O -0.20004 -2.83829 -0.96238
N 0.94500 3.11194 -0.30018
N -4.37671 2.76224 -1.78295
C -3.99951 4.09505 -2.20724
C -0.42622 2.82266 0.17483
C -2.40562 -3.36874 1.71784
C 3.49864 0.93515 -1.68949
C 5.73930 -1.20346 0.80745
C -5.06031 -2.91631 1.74271
C -4.68793 2.39360 -0.50447
C -4.76339 0.56890 -1.80537
C -1.46760 3.60790 -0.64366
C 5.33142 -0.07071 -3.34382
C -4.43523 1.64835 -2.57779
C -2.06764 -3.94401 -2.46080
C 6.15230 -3.24039 2.49114
C 0.33764 0.06908 4.69456
C 3.00299 0.24909 4.39673
C -2.60520 4.15666 -2.85130
C -4.91196 1.05020 -0.47418
C -1.54146 3.30681 -2.14081
C 0.19295 0.45889 -0.69892
C -0.59028 3.36053 1.65288
C -0.73805 1.30451 0.12177
C -0.34503 -5.47127 -1.09385
H 6.03987 0.16213 -2.54795
H -5.14721 -3.87750 1.23514
H -1.78438 1.13223 -0.16043
H -2.23827 -4.79652 -3.12045
H 6.55509 -3.80910 1.65280
H -4.67760 3.11940 0.29567
H -2.43229 -3.46848 2.80338
H 3.07344 0.61356 5.42277
H 0.51396 -1.00771 4.68541
H 3.09972 -0.07491 -1.59080
H 6.57069 -3.61190 3.42431
H -2.28683 5.20485 -2.88813
H -0.64149 0.91636 1.13872
H -1.41564 -3.04661 1.39658
H 4.68028 -1.40996 0.96466
H 0.92441 3.86850 -0.97284
H 2.99430 -0.84092 4.37455
H 5.06461 -3.30381 2.51766
H -4.20047 1.70656 -3.63133
H -2.27720 -3.01346 -2.98403
H -1.08632 -5.42521 -0.29557
H -5.89538 -2.27431 1.46947
H -2.69171 -3.98801 -1.57002
H 6.14847 -1.82425 0.00964
H 0.64779 -5.60959 -0.67048
H -2.67236 -4.31013 1.23493
H -0.64990 0.30538 4.30021
H 0.44215 0.47471 5.70118
H -4.75281 4.45444 -2.91817
H 5.87446 -0.15171 0.56353
H 1.20711 0.53024 -0.30490
H -2.69701 3.82100 -3.89220
H -2.42861 3.39948 -0.16936
H -0.10472 -0.59343 -0.68191
H -1.73188 2.24766 -2.31807
H -4.03999 4.75369 -1.33799
H -0.57118 3.53303 -2.59674
H 3.85201 0.61152 3.82306
H -0.56959 -6.28372 -1.78557
H 5.83655 -0.05212 -4.30770
H -4.82608 -0.45066 -2.15219
H 4.87419 -1.04758 -3.18356
H -5.03509 -3.04886 2.82483
H 1.45182 3.47573 0.49935
H 4.34188 1.09339 -1.01524
H 2.70311 1.65136 -1.46769
H -5.11877 0.47731 0.41659
H -1.26102 4.67720 -0.48816
```

HOMO level: -0.1562 Eh
2S+1: 1
total charge: -1
Kohn-Sham gap: 6.1 eV